## P
{
  "formula": "C3H3N3",
  "method": "ωB97M-V/def2-TZVPD",
  "species": ["N", "N", "N", "C", "C", "C", "H", "H", "H"],
  "positions_angstrom": [[0.041, -1.118, -0.279], [-0.299, 1.238, -0.136], [-2.123, 0.005, 0.058], [-0.912, 0.011, -0.096], [0.819, 0.906, -0.056], [1.246, -0.590, 0.086], [1.518, 1.776, -0.016], [-2.546, -1.011, 0.146], [2.255, -1.217, 0.293]],
  "lowdin_charge": [0.09, 0.13, 0.19, -0.57, -0.23, -0.01, 0.12, 0.12, 0.15],
  "total_charge": 0,
  "gap_ev": 9.9,
  "homo_energy_ha": -0.3942
}

## Q
{
  "formula": "C3H3N3",
  "method": "ωB97M-V/def2-TZVPD",
  "species": ["N", "N", "N", "C", "C", "C", "H", "H", "H"],
  "positions_angstrom": [[0.678, 1.013, 0.040], [-1.706, 0.658, 1.367], [-0.492, -1.847, -2.079], [-0.800, 0.222, 0.784], [-0.207, -1.318, -1.088], [0.175, -0.594, 0.144], [0.790, -1.263, 0.781], [1.180, 1.516, 0.775], [0.381, 1.613, -0.724]],
  "lowdin_charge": [0.07, 0.13, 0.17, -0.43, -0.15, -0.15, 0.15, 0.10, 0.10],
  "total_charge": 0,
  "gap_ev": 9.0,
  "homo_energy_ha": -0.3377
}

We find P to be the most stable, with the next structure 32.3 kJ/mol higher.

## P
{
  "formula": "C3H3N3",
  "method": "ωB97M-V/def2-TZVPD",
  "species": ["N", "N", "N", "C", "C", "C", "H", "H", "H"],
  "positions_angstrom": [[1.087, 0.206, 0.565], [-0.368, -2.106, -1.594], [-1.861, 1.940, -0.074], [-1.217, 0.979, -0.015], [-0.359, -0.180, 0.150], [-0.411, -1.221, -0.851], [1.804, -0.345, 0.124], [1.264, 1.185, 0.456], [0.062, -0.458, 1.240]],
  "lowdin_charge": [0.04, 0.16, 0.16, -0.19, -0.33, -0.20, 0.09, 0.08, 0.18],
  "total_charge": 0,
  "gap_ev": 10.3,
  "smiles": "N#CC(N)C#N",
  "homo_energy_ha": -0.3724
}

## Q
{
  "formula": "C3H3N3",
  "method": "ωB97M-V/def2-TZVPD",
  "species": ["N", "N", "N", "C", "C", "C", "H", "H", "H"],
  "positions_angstrom": [[-0.015, 1.182, 0.454], [1.203, -0.628, -0.088], [1.197, 0.599, 0.312], [-1.055, 0.327, 0.690], [-0.032, -1.176, -0.300], [-1.086, -0.274, -0.566], [-0.087, -2.251, -0.470], [-1.979, -0.479, -1.152], [-1.919, 0.692, 1.245]],
  "lowdin_charge": [0.04, -0.04, -0.08, -0.12, -0.13, -0.03, 0.12, 0.11, 0.12],
  "total_charge": 0,
  "gap_ev": [8.1, 8.1],
  "smiles": "c1cnnnc1",
  "homo_energy_ha": [-0.3330, -0.3329]
}

## R
{
  "formula": "C3H3N3",
  "method": "ωB97M-V/def2-TZVPD",
  "species": ["N", "N", "N", "C", "C", "C", "H", "H", "H"],
  "positions_angstrom": [[1.166, 1.037, -0.579], [0.060, 0.276, 1.718], [1.268, 1.614, 0.429], [-0.848, -0.128, 0.989], [0.579, -0.057, -1.016], [-0.452, -0.612, -0.293], [-1.836, -0.195, 1.357], [-0.886, -1.518, -0.647], [0.949, -0.417, -1.958]],
  "lowdin_charge": [-0.09, 0.15, 0.20, -0.32, -0.16, -0.06, 0.09, 0.09, 0.10],
  "total_charge": 0,
  "gap_ev": [8.8, 7.5],
  "homo_energy_ha": [-0.3420, -0.2840]
}

We find P to be the most stable, with the next structure 140.3 kJ/mol higher.

## P
{
  "formula": "C3H3N3",
  "method": "ωB97M-V/def2-TZVPD",
  "species": ["N", "N", "N", "C", "C", "C", "H", "H", "H"],
  "positions_angstrom": [[4.182, 0.382, -1.845], [3.122, -1.054, -0.476], [4.333, -0.723, -1.144], [2.204, -0.170, -0.742], [-0.317, 0.019, 0.060], [2.939, 0.605, -1.562], [-0.551, 1.134, 0.083], [-0.986, -0.713, -0.495], [0.088, -0.261, 1.155]],
  "lowdin_charge": [-0.03, 0.00, -0.02, -0.18, 0.13, 0.00, 0.02, 0.03, 0.05],
  "total_charge": 0,
  "gap_ev": [7.6, 7.6],
  "homo_energy_ha": [-0.3668, -0.3668]
}

## Q
{
  "formula": "C3H3N3",
  "method": "ωB97M-V/def2-TZVPD",
  "species": ["N", "N", "N", "C", "C", "C", "H", "H", "H"],
  "positions_angstrom": [[-1.316, 0.705, 0.018], [-0.132, -1.160, -0.157], [1.994, -0.215, 0.107], [-1.267, -0.677, 0.168], [-0.143, 1.141, -0.122], [0.740, 0.012, -0.154], [0.188, 2.135, 0.145], [2.299, 0.677, 0.439], [-2.282, -0.981, 0.287]],
  "lowdin_charge": [0.08, 0.12, 0.21, -0.19, -0.11, -0.38, 0.12, 0.04, 0.11],
  "total_charge": 0,
  "gap_ev": 8.9,
  "smiles": "[H]/N=C1\\C=NC=N1",
  "homo_energy_ha": -0.3791
}

We find Q to be the most stable, with the next structure 788.5 kJ/mol higher.

## P
{
  "formula": "C5H13NS2",
  "method": "ωB97M-V/def2-TZVPD",
  "species": ["S", "S", "N", "C", "C", "C", "C", "C", "H", "H", "H", "H", "H", "H", "H", "H", "H", "H", "H", "H", "H"],
  "positions_angstrom": [[0.536, -1.351, 1.631], [0.738, 1.612, 1.592], [-1.899, 1.076, -1.652], [2.008, -0.646, 2.403], [2.292, 0.672, 1.703], [-0.389, 0.187, 1.802], [-0.859, 0.182, -2.178], [-1.415, -1.227, -2.315], [-0.635, -1.920, -2.673], [3.023, 1.287, 2.264], [2.705, 0.499, 0.690], [-0.027, 0.181, -1.448], [-0.886, 0.248, 2.789], [-2.253, -1.239, -3.032], [-1.535, 2.030, -1.558], [-1.177, 0.213, 1.025], [-2.675, 1.132, -2.322], [1.843, -0.498, 3.488], [2.839, -1.367, 2.284], [-1.782, -1.584, -1.339], [-0.452, 0.512, -3.153]],
  "lowdin_charge": [0.78, 0.77, -0.03, -0.57, -0.57, -0.80, -0.37, -0.12, 0.07, 0.08, 0.07, 0.09, 0.04, 0.07, 0.07, 0.02, 0.07, 0.08, 0.08, 0.07, 0.10],
  "total_charge": 0,
  "gap_ev": 9.4,
  "smiles": "C1CSCS1.CCN",
  "homo_energy_ha": -0.3179
}

## Q
{
  "formula": "C5H13NS2",
  "method": "ωB97M-V/def2-TZVPD",
  "species": ["S", "S", "N", "C", "C", "C", "C", "C", "H", "H", "H", "H", "H", "H", "H", "H", "H", "H", "H", "H", "H"],
  "positions_angstrom": [[-1.184, -0.696, 0.128], [-0.623, 1.238, 0.328], [1.634, -2.352, -2.128], [0.189, -1.688, -0.309], [-0.040, 1.401, 2.057], [0.747, -1.255, -1.665], [1.599, 0.170, -1.776], [-0.933, 2.414, 2.778], [1.088, 1.691, 2.089], [2.594, -0.147, -1.988], [2.503, -2.309, -1.552], [-0.642, 3.440, 2.382], [0.929, -1.882, 0.627], [1.624, 0.856, -0.869], [1.277, 0.728, -2.606], [-0.767, 2.430, 3.778], [-1.932, 2.280, 2.556], [-0.209, -2.720, -0.527], [-0.145, -1.199, -2.384], [1.759, -2.133, -3.065], [0.031, 0.514, 2.657]],
  "lowdin_charge": [0.51, 0.51, 0.00, -0.61, -0.58, -0.48, -0.07, -0.18, 0.10, 0.04, 0.09, 0.10, 0.13, 0.03, 0.04, 0.03, 0.03, 0.09, 0.14, 0.03, 0.05],
  "total_charge": 0,
  "gap_ev": 9.5,
  "smiles": "CCSSC[C@@H](C)N",
  "homo_energy_ha": -0.3157
}

We find P to be the most stable, with the next structure 122.6 kJ/mol higher.

## P
{
  "formula": "CH3N3S",
  "method": "ωB97M-V/def2-TZVPD",
  "species": ["S", "N", "N", "N", "C", "H", "H", "H"],
  "positions_angstrom": [[-0.554, -2.454, -1.098], [1.511, -2.493, 0.518], [0.679, -2.465, -0.214], [0.473, 1.004, 0.066], [-0.753, 1.361, 0.162], [-0.905, 2.432, 0.525], [-1.543, 0.850, -0.341], [1.092, 1.764, 0.381]],
  "lowdin_charge": [0.62, 0.17, -0.80, 0.00, -0.14, 0.08, 0.03, 0.04],
  "total_charge": 0,
  "gap_ev": 10.6,
  "smiles": "N#[N+][S-].C=N",
  "homo_energy_ha": -0.3577
}

## Q
{
  "formula": "CH3N3S",
  "method": "ωB97M-V/def2-TZVPD",
  "species": ["S", "N", "N", "N", "C", "H", "H", "H"],
  "positions_angstrom": [[3.319, 0.753, 0.096], [1.445, -0.887, 0.023], [2.339, -0.222, -0.644], [-0.978, 0.770, 0.329], [-1.636, 1.493, -0.253], [0.773, -1.409, -0.519], [1.289, -0.752, 1.024], [-2.254, 2.149, -0.807]],
  "lowdin_charge": [0.50, -0.09, -0.64, 0.06, -0.06, 0.09, 0.08, 0.05],
  "total_charge": 0,
  "gap_ev": [8.3, 8.3],
  "smiles": "NN=S.C#N",
  "homo_energy_ha": [-0.2952, -0.2952]
}

We find P to be the most stable, with the next structure 47.7 kJ/mol higher.

## P
{
  "formula": "C3H9NO2S",
  "method": "ωB97M-V/def2-TZVPD",
  "species": ["S", "O", "O", "N", "C", "C", "C", "H", "H", "H", "H", "H", "H", "H", "H", "H"],
  "positions_angstrom": [[-2.395, 0.168, 1.446], [1.711, 2.658, -0.654], [1.523, -0.076, 0.326], [0.515, -0.017, -1.698], [-0.957, -0.957, 1.485], [-0.460, -1.368, 0.086], [0.614, -0.421, -0.407], [-2.050, 0.817, 0.326], [-1.353, -1.858, 1.952], [0.022, -0.640, -2.305], [1.415, 1.906, -0.112], [-0.111, -0.556, 2.013], [0.064, -2.306, 0.269], [1.602, 3.429, -0.088], [1.125, 0.720, -2.013], [-1.264, -1.499, -0.626]],
  "lowdin_charge": [0.70, -0.07, 0.04, 0.18, -0.54, -0.18, -0.56, -0.16, 0.06, 0.10, 0.00, 0.06, 0.12, 0.04, 0.10, 0.10],
  "total_charge": 0,
  "gap_ev": 10.0,
  "smiles": "NC(=O)CCS.O",
  "homo_energy_ha": -0.3400
}

## Q
{
  "formula": "C3H9NO2S",
  "method": "ωB97M-V/def2-TZVPD",
  "species": ["S", "O", "O", "N", "C", "C", "C", "H", "H", "H", "H", "H", "H", "H", "H", "H"],
  "positions_angstrom": [[1.531, -0.536, -1.199], [2.460, -0.423, 2.073], [-3.053, -0.011, -0.786], [-0.158, 1.274, 0.991], [-0.175, -0.620, -0.598], [-2.338, 0.275, 0.126], [-0.872, 0.682, -0.169], [-2.724, 0.532, 1.149], [0.502, 1.931, 0.588], [-0.768, 1.375, -0.997], [1.585, -0.075, 2.277], [-0.690, -1.029, -1.467], [-0.769, 1.847, 1.565], [2.158, -0.084, -0.119], [2.613, -1.149, 2.672], [-0.163, -1.349, 0.216]],
  "lowdin_charge": [0.72, -0.08, 0.08, 0.03, -0.55, -0.22, -0.40, 0.13, 0.08, 0.13, 0.01, 0.07, 0.07, -0.19, 0.03, 0.08],
  "total_charge": 0,
  "gap_ev": 9.5,
  "smiles": "N[C@H](C=O)CS.O",
  "homo_energy_ha": -0.3284
}

## R
{
  "formula": "C3H9NO2S",
  "method": "ωB97M-V/def2-TZVPD",
  "species": ["S", "O", "O", "N", "C", "C", "C", "H", "H", "H", "H", "H", "H", "H", "H", "H"],
  "positions_angstrom": [[1.338, 0.200, -0.193], [1.723, -0.143, -1.536], [2.325, 0.754, 0.703], [-1.571, -1.200, -1.800], [-0.145, 1.067, -0.163], [0.781, -1.351, 0.760], [-0.523, 1.766, 1.054], [-2.112, -0.895, -2.596], [0.664, -2.193, 0.021], [-1.307, 1.215, 1.569], [-0.887, -1.762, -2.253], [0.426, 1.913, 1.587], [-1.036, 2.882, 0.966], [-0.259, -1.199, 0.966], [-0.941, 0.444, -0.715], [1.524, -1.496, 1.630]],
  "lowdin_charge": [0.58, -0.34, -0.35, 0.13, -0.25, -0.12, -0.15, 0.00, 0.06, 0.07, -0.02, 0.07, 0.14, 0.02, 0.06, 0.09],
  "total_charge": 0,
  "gap_ev": [7.8, 9.3],
  "homo_energy_ha": [-0.3402, -0.3820]
}

We find P to be the most stable, with the next structure 117.5 kJ/mol higher.